No. 1
A cluster of 11 separate species, C41H54Cl4F4O5 in total. Source: the Open Molecules 2025 dataset; level of theory: wB97M-V/def2-TZVPD.

```
! wB97M-V def2-TZVPD RIJCOSX def2/J DEFGRID3
* xyz 0 1
F -2.0612 2.5105 -0.3875
C -1.2417 1.5152 0.0043
C -1.4526 0.8191 1.1990
C -0.5225 -0.2315 1.6339
C 0.5946 -0.4761 0.7932
C 0.8646 0.3211 -0.2930
C -0.0702 1.2700 -0.7159
H -2.3876 1.0220 1.7000
H -0.8282 -0.8236 2.4838
H 1.3233 -1.2362 1.0334
H 1.8394 0.2266 -0.7483
H 0.1165 1.8947 -1.5769
F 0.0594 -4.5927 5.1765
C 0.5877 -4.4759 3.9728
C -0.0392 -3.7742 3.0119
C 0.4700 -3.8220 1.7005
C 1.6866 -4.4444 1.4321
C 2.3749 -5.0717 2.4529
C 1.7903 -5.0649 3.7468
H -0.9950 -3.2844 3.1257
H 0.0096 -3.1825 0.9620
H 2.1404 -4.3937 0.4534
H 3.3469 -5.5253 2.3268
H 2.3567 -5.5490 4.5286
F -3.9792 1.1089 -2.5795
C -3.8289 2.0546 -3.5024
C -2.6930 2.8976 -3.5094
C -2.6027 3.8553 -4.5102
C -3.6270 3.9689 -5.4554
C -4.7874 3.1891 -5.3742
C -4.8588 2.2405 -4.3931
H -1.8844 2.6688 -2.8310
H -1.7098 4.4603 -4.5649
H -3.4076 4.6994 -6.2200
H -5.5958 3.3071 -6.0805
H -5.6911 1.5537 -4.3482
F -3.4205 -4.7767 -2.6432
C -2.9952 -3.5263 -2.8664
C -2.0271 -2.9583 -2.0592
C -1.3547 -1.8619 -2.5366
C -1.6561 -1.3645 -3.8065
C -2.8044 -1.7944 -4.4814
C -3.4536 -2.9073 -4.0171
H -1.7387 -3.4395 -1.1364
H -0.5110 -1.5243 -1.9530
H -1.0689 -0.5775 -4.2560
H -3.0798 -1.3795 -5.4397
H -4.2651 -3.3387 -4.5845
C 4.2505 3.1490 -2.4907
C 4.4609 2.3230 -1.2117
C 5.7581 1.5064 -1.1769
O 3.6735 2.2690 -0.2869
H 3.3304 3.6757 -2.2375
H 4.2594 2.6196 -3.4435
H 5.0751 3.8509 -2.6151
H 6.0131 1.1721 -2.1826
H 5.8141 0.6096 -0.5600
H 6.5302 2.2336 -0.9255
C 3.6864 -3.8892 -2.6920
C 3.6188 -2.3966 -2.1514
C 4.0169 -1.2312 -3.0027
O 3.2085 -2.2483 -0.9880
H 4.5597 -4.4203 -2.3133
H 3.9577 -3.8167 -3.7452
H 2.7819 -4.4879 -2.5848
H 3.8276 -0.2877 -2.4908
H 3.5045 -1.3219 -3.9604
H 5.0562 -1.3359 -3.3142
C -2.9570 4.4427 3.9548
C -1.5560 4.6670 3.5827
C -0.5408 3.5692 3.9787
O -1.2526 5.7041 3.0254
H -2.9510 3.7534 4.7991
H -3.4949 3.9023 3.1758
H -3.4650 5.3935 4.1160
H 0.4213 4.0663 4.1029
H -0.4754 2.8968 3.1232
H -0.7642 2.9161 4.8223
C 3.7346 -2.1821 3.5187
C 4.0168 -0.7218 3.2862
C 4.1992 -0.1872 1.9339
O 4.2581 0.0023 4.2333
H 4.4112 -2.7471 4.1599
H 3.6882 -2.7441 2.5859
H 2.7035 -2.2285 3.8693
H 3.8530 0.8454 1.9779
H 3.5988 -0.6314 1.1399
H 5.2310 -0.2510 1.5885
C -3.0266 1.5030 6.6824
C -2.9100 0.6448 5.4335
C -2.4297 -0.8102 5.7047
O -2.9545 1.1324 4.3213
H -4.0204 1.9497 6.7115
H -2.2505 2.2680 6.6600
H -2.9279 1.0099 7.6495
H -2.9951 -1.2452 6.5288
H -1.3449 -0.8748 5.7900
H -2.5206 -1.4669 4.8395
Cl 0.7203 3.7202 -3.6209
C 0.9621 2.7082 -5.0363
Cl 0.9693 0.9828 -4.4440
H 0.1907 2.8956 -5.7833
H 1.9423 2.9442 -5.4506
Cl -5.7096 -2.6252 -1.0559
C -4.8445 -1.1251 -0.8123
Cl -4.3748 -0.9489 0.8772
H -3.9440 -1.0043 -1.4145
H -5.4957 -0.2837 -1.0492
*
```

Its structure (SMILES) is Fc1ccccc1.Fc1ccccc1.Fc1ccccc1.Fc1ccccc1.CC(C)=O.CC(C)=O.CC(C)=O.CC(C)=O.CC(C)=O.ClCCl.ClCCl. The calculation puts the gap between HOMO and LUMO at 9.113 eV. The HOMO energy comes out at -8.96 eV. The LUMO energy is 0.16 eV.



No. 2
A structure of composition C5H15BBrCsIO2P. Source: the Open Molecules 2025 dataset; level of theory: wB97M-V/def2-TZVPD.

```
! wB97M-V def2-TZVPD RIJCOSX def2/J DEFGRID3
* xyz 0 1
C -1.1009 0.0203 -3.9846
O -1.0898 1.1451 -3.1292
C -0.1047 1.1628 -2.1148
C -0.7434 1.1146 -0.7316
C 0.2225 0.8951 0.4178
P 0.9743 -0.7641 0.9412
Br 3.0240 -0.1532 -0.7173
I -0.1059 -2.2780 -0.9950
B -0.3493 -1.2806 2.3374
C -0.5235 -0.3899 3.6337
O -1.0655 -2.4240 2.2282
H -0.1057 -0.4215 -4.0688
H -1.4294 0.3504 -4.9687
H -1.7829 -0.7479 -3.6143
H 0.4439 2.1066 -2.2127
H 0.6104 0.3553 -2.2517
H -1.1707 2.1063 -0.5537
H -1.5938 0.4340 -0.7250
H -0.2423 1.1895 1.3613
H 1.0737 1.5598 0.2773
H 1.8124 -1.8791 1.1036
H 1.7188 -0.0214 1.9544
H -0.9692 -0.9476 4.4608
H -1.1738 0.4647 3.4322
H 0.4242 0.0212 3.9789
H -1.7041 -2.5453 2.9457
Cs 4.9504 0.9269 0.9949
*
```

The calculation puts the gap between HOMO and LUMO at 6.701 eV. The HOMO energy comes out at -7.49 eV. The LUMO energy is -0.79 eV.



No. 3
A cluster of 2 separate species, C5H11F2N in total. Source: the Open Molecules 2025 dataset; level of theory: wB97M-V/def2-TZVPD.

```
! wB97M-V def2-TZVPD RIJCOSX def2/J DEFGRID3
* xyz 0 1
C -0.5566 0.8087 -2.3859
C -1.2633 -0.6948 1.6756
C 0.6196 -0.0719 -2.0655
C 1.2618 -0.8511 1.3818
C -0.0368 -0.0928 1.2139
N -0.0183 1.2112 0.7378
F 1.7453 -0.5170 2.6117
F 1.0952 -2.1885 1.3410
H -0.9490 1.1408 -1.4132
H -0.1906 1.8439 -2.8329
H -1.1856 0.3055 -3.0435
H -1.3134 -1.6722 1.4507
H -1.2977 -0.8138 2.7833
H -2.2024 -0.4142 1.2501
H 0.8629 -0.8859 -2.6226
H 1.3647 0.3016 -1.4379
H 1.9444 -0.5401 0.6762
H -0.7216 1.4653 0.0694
H 0.8415 1.6653 0.6100
*
```

The calculation puts the gap between HOMO and LUMO (spin up / spin down) at 9.144 / 7.036 eV. The HOMO energy (spin up / spin down) comes out at -8.24 / -6.67 eV. The LUMO energy (spin up / spin down) is 0.91 / 0.37 eV.



No. 4
The ion C4H6NOS with charge +1. Source: the Open Molecules 2025 dataset; level of theory: wB97M-V/def2-TZVPD.

```
! wB97M-V def2-TZVPD RIJCOSX def2/J DEFGRID3
* xyz 1 1
C -1.3203 -0.4131 -0.5014
C 0.1748 -0.6528 2.3031
C -0.5826 0.4712 -1.2977
C 0.9128 0.3715 -1.2724
N 0.3975 -0.2284 1.1452
O -2.1232 -0.8671 0.1715
S 1.6196 0.5929 0.4596
H 0.9104 -0.5065 3.0690
H -0.7334 -1.2586 2.6603
H -0.7949 0.4624 -2.3642
H -0.9895 1.4024 -0.8435
H 1.3476 -0.5519 -1.6579
H 1.1810 1.1780 -1.8716
*
```

The calculation puts the gap between HOMO and LUMO at 8.394 eV. The HOMO energy comes out at -13.41 eV. The LUMO energy is -5.01 eV.



No. 5
The molecule C24H29N7O2S. Source: the Open Molecules 2025 dataset; level of theory: wB97M-V/def2-TZVPD.

```
! wB97M-V def2-TZVPD RIJCOSX def2/J DEFGRID3
* xyz 0 1
C -4.3617 -0.5886 -3.0904
O -5.0606 -0.3612 -1.8893
C -4.3272 -0.1105 -0.7546
C -2.9480 -0.0629 -0.6895
C -2.3103 0.1965 0.5202
C -0.7976 0.3194 0.5982
C -0.1048 -0.6700 -0.2824
N -0.1504 -0.6592 -1.5979
N 0.5958 -1.6682 -2.0179
N 1.0905 -2.3006 -1.0430
N 0.6835 -1.7155 0.0867
C 1.0263 -2.2958 1.3798
C 1.8155 -1.2953 2.2252
C 1.9096 -3.5161 1.1131
C -0.2654 -2.7385 2.0757
N -0.2967 1.6465 0.2729
C -0.3162 2.6397 1.3195
C 0.7953 3.6756 0.9814
N 1.3344 3.3845 -0.3295
C 2.1610 2.3082 -0.4305
N 2.3148 1.6064 -1.4896
C 3.2319 0.6106 -1.3313
C 3.5524 -0.3572 -2.2759
C 4.4734 -1.3315 -1.9480
C 5.0911 -1.3486 -0.7020
C 4.7897 -0.3935 0.2532
C 3.8541 0.5727 -0.0647
S 3.2158 1.8491 0.9403
C 0.2728 3.3736 -1.3216
C -0.7029 2.2164 -0.9949
C -3.0691 0.4106 1.6596
C -4.4523 0.3670 1.6033
C -5.0926 0.1083 0.4047
O -6.4480 0.0641 0.3507
H -5.1259 -0.7702 -3.8443
H -3.7091 -1.4629 -3.0140
H -3.7660 0.2832 -3.3760
H -2.3468 -0.2329 -1.5675
H -0.5002 0.1336 1.6337
H 2.0773 -1.7561 3.1740
H 2.7321 -1.0201 1.7106
H 1.2557 -0.3882 2.4311
H 2.8054 -3.2211 0.5730
H 1.3799 -4.2506 0.5133
H 2.1965 -3.9694 2.0580
H -0.9198 -1.8993 2.2958
H -0.0213 -3.2388 3.0089
H -0.8105 -3.4367 1.4434
H -0.1024 2.1648 2.2788
H -1.2953 3.1418 1.3954
H 0.3921 4.6904 0.9616
H 1.6020 3.6401 1.7143
H 3.0594 -0.3417 -3.2338
H 4.7160 -2.0961 -2.6700
H 5.8125 -2.1183 -0.4708
H 5.2655 -0.4017 1.2227
H -0.2257 4.3439 -1.2841
H 0.7250 3.2336 -2.3016
H -0.6204 1.4347 -1.7487
H -1.7404 2.5877 -0.9618
H -2.5860 0.6152 2.6043
H -5.0516 0.5307 2.4842
H -6.7020 -0.1318 -0.5618
*
```

Its structure (SMILES) is COc1cc([C@@H](c2nnnn2C(C)(C)C)N2CCN(c3nc4ccccc4s3)CC2)ccc1O. The calculation puts the gap between HOMO and LUMO at 8.259 eV. The HOMO energy comes out at -7.75 eV. The LUMO energy is 0.51 eV.



Relative energy (zero: lowest compared OMol25 entry of this formula, charge and spin) in kcal/mol, matching the order above: 31.41, 5.18, 112.57, 50.04, 57.85
E_tot in eV, matching the order above: -114587.770, -98179.617, -12284.133, -18608.501, -50719.074